[1]
# C12H15N4O2

2 unconnected molecules or ions with the total composition C12H15N4O2 in a non-equilibrium geometry (ωB97M-V/def2-TZVPD, the Open Molecules 2025 dataset).

Values from the calculation:
Kohn-Sham gap = 6.473 eV
HOMO level = -3.4 eV
total charge = -1

Each line ends with the natural charge from an NBO analysis.
Positions of all 33 atoms, in Å:
O 1.44501 1.40930 1.76090  -0.657
O 2.10230 -0.76684 1.99134  -0.524
N -0.95162 4.36087 2.46093  -0.441
N -1.23639 3.22144 2.41033  0.188
N -1.56236 2.07261 2.40729  -0.533
N -0.07916 -0.37940 1.69357  -0.620
C -1.02972 0.33959 1.19491  0.219
C -4.08164 -1.81815 1.67252  -0.221
C -2.37149 -0.26701 0.97315  0.023
C 3.78355 0.47810 3.24219  -0.645
C 4.31630 -1.66620 2.06358  -0.613
C -3.22159 0.23521 -0.02810  -0.207
C -4.51219 -0.28528 -0.15495  -0.225
C 3.89108 0.40281 0.74656  -0.652
C 3.51768 -0.36603 2.00370  0.266
C 1.17763 0.20942 1.80824  0.878
C -4.95436 -1.29525 0.71292  -0.226
C -2.77574 -1.32577 1.78612  -0.205
H -0.82540 1.20007 0.54705  0.192
H -2.04854 -1.72208 2.50580  0.238
H 5.38310 -1.41702 2.07129  0.201
H -5.16332 0.08270 -0.95031  0.202
H 4.95938 0.63413 0.76822  0.198
H 3.16629 1.38289 3.20665  0.259
H 4.84020 0.75417 3.24868  0.195
H 3.56575 -0.10269 4.14794  0.205
H 3.68581 -0.20516 -0.14203  0.204
H -2.85259 1.03807 -0.67767  0.216
H 4.09103 -2.22950 2.97834  0.211
H -4.38268 -2.63260 2.32530  0.201
H -5.96206 -1.70482 0.60538  0.201
H 4.11845 -2.29047 1.18184  0.211
H 3.32111 1.33576 0.71738  0.261



[2]
# C12H15N5O2S

A single C12H15N5O2S molecule in a non-equilibrium geometry (ωB97M-V/def2-TZVPD, the Open Molecules 2025 dataset).

Values from the calculation:
Kohn-Sham gap = 8.630 eV
HOMO level = -8.0 eV
ΔE to the lowest compared entry with this formula, charge and spin = 0.3214 eV
SMILES = COc1ccc(NC(=O)CCSc2nnnn2C)cc1
total charge = 0

Each line ends with the natural charge from an NBO analysis.
Positions of all 35 atoms, in Å:
S -3.42868 -1.14700 -0.97392  0.289
O -0.41160 -2.42327 -0.56360  -0.622
O 5.35642 0.57974 -0.81989  -0.492
N -3.75290 0.52450 1.20270  -0.360
N -4.49418 2.30701 0.26689  -0.066
N -4.30290 1.40272 -0.69965  -0.202
N -4.16845 1.77259 1.36514  -0.059
N 0.26544 -0.81895 0.91295  -0.593
C 4.11343 0.28518 -0.34502  0.273
C -3.04966 -2.30040 0.38759  -0.496
C 6.11436 1.56028 -0.15556  -0.252
C 3.40754 -0.69550 -1.04347  -0.236
C 1.54755 -0.47956 0.45576  0.115
C -4.56024 1.64151 -2.08486  -0.419
C 2.24794 0.49870 1.15148  -0.229
C -1.88469 -1.83485 1.24187  -0.535
C -3.83367 0.27948 -0.09282  0.150
C 2.14250 -1.07637 -0.65369  -0.216
C -0.60408 -1.73588 0.41444  0.688
C 3.51842 0.88212 0.76064  -0.253
H -0.03020 -0.30499 1.73204  0.401
H 7.05496 1.62490 -0.70029  0.201
H -2.13585 -0.88065 1.70834  0.257
H 1.79698 0.97129 2.01336  0.204
H -2.80688 -3.23114 -0.12509  0.253
H -1.71885 -2.57427 2.03070  0.238
H -5.28547 0.91743 -2.45928  0.220
H -4.95532 2.65065 -2.17921  0.242
H 1.60962 -1.83418 -1.20219  0.256
H -3.95608 -2.41393 0.97978  0.236
H 4.02834 1.64476 1.32751  0.213
H 6.31769 1.27778 0.88270  0.174
H 5.61786 2.53609 -0.17621  0.174
H -3.63742 1.54536 -2.65928  0.220
H 3.87806 -1.15115 -1.89986  0.225



[3]
# C12H15NO

A single C12H15NO molecule in a non-equilibrium geometry (ωB97M-V/def2-TZVPD, the Open Molecules 2025 dataset).

Values from the calculation:
Kohn-Sham gap = 8.641 eV
HOMO level = -7.7 eV
ΔE to the lowest compared entry with this formula, charge and spin = 0.7959 eV
SMILES = C[C@]12Nc3ccccc3[C@@]1(C)CCO2
total charge = 0

Each line ends with the natural charge from an NBO analysis.
Positions of all 29 atoms, in Å:
O 0.05901 -2.48489 -0.34325  -0.535
N -0.45047 -0.51827 -1.56373  -0.666
C 2.02686 0.28321 0.97639  -0.619
C -2.16197 2.63574 -0.71625  -0.184
C -1.79882 1.53853 -1.47997  -0.299
C -0.34793 0.82551 0.32292  -0.131
C 0.10664 -1.26441 1.68260  -0.448
C 1.82752 -1.47284 -1.59972  -0.649
C -0.69300 -2.25942 0.82946  -0.062
C -0.89392 0.62782 -0.95401  0.270
C -1.64410 2.82262 0.55406  -0.261
C 0.53359 -1.27090 -0.84503  0.446
C 0.63529 -0.23193 0.70122  -0.009
C -0.72835 1.91681 1.07380  -0.179
H -1.95497 3.67273 1.14290  0.210
H -0.83202 -3.22680 1.31223  0.195
H 0.93703 -1.78110 2.16604  0.206
H -2.21094 1.39128 -2.46776  0.209
H 2.16310 -0.53050 -2.02388  0.217
H -0.56621 -0.65502 -2.55364  0.392
H 2.71690 -0.53470 1.17314  0.210
H 2.00290 0.93497 1.84921  0.213
H 1.65969 -2.19544 -2.39604  0.221
H 2.39910 0.86466 0.13525  0.216
H -1.67306 -1.83326 0.57699  0.171
H -0.52915 -0.81228 2.44268  0.221
H 2.59270 -1.86658 -0.93796  0.223
H -0.31455 2.06793 2.06046  0.207
H -2.86086 3.35654 -1.11810  0.211



[4]
# C12H16AgO8

A molecular structure, C12H16AgO8 in a non-equilibrium geometry (ωB97M-V/def2-TZVPD, the Open Molecules 2025 dataset).

Values from the calculation:
Kohn-Sham gap = 3.477 eV
HOMO level = 7.6 eV
ΔE to the lowest compared entry with this formula, charge and spin = 0.0000 eV
total charge = -5

Each line ends with the natural charge from an NBO analysis.
Positions of all 37 atoms, in Å:
Ag -14.37718 27.57788 -6.26637  0.903
O -14.10334 27.14134 -3.26192  -0.609
O -13.10910 26.48051 -8.00918  -0.966
O -15.65449 23.33319 -1.00865  -0.770
O -11.60832 31.96504 -4.40560  -0.972
O -16.70592 26.74933 -7.10859  -0.997
O -13.49472 29.86731 -5.57614  -0.948
O -12.97521 28.02888 -0.78475  -0.655
O -15.06601 24.46670 1.37204  -0.793
C -15.18253 24.49375 -1.04945  0.409
C -17.03730 25.97849 -6.01415  -0.051
C -14.27137 26.52524 -2.19625  0.402
C -18.38549 26.37385 -5.40194  -0.635
C -10.89303 27.38080 -8.05982  -0.650
C -14.74475 25.11272 0.33341  0.391
C -13.94033 26.25162 0.31998  -0.580
C -13.16034 31.03581 -6.17996  -0.043
C -12.01597 26.65458 -8.79403  -0.018
C -13.68157 27.01459 -0.86841  0.428
C -14.95976 25.28014 -2.19674  -0.565
C -11.89867 31.87776 -5.72684  -0.058
H -12.34061 27.30676 -9.65442  0.060
H -10.62330 26.78336 -7.18048  0.190
H -16.30970 26.16482 -5.20222  0.142
H -18.64606 25.66032 -4.59746  0.159
H -15.37348 24.85653 -3.10513  0.194
H -11.05042 31.25573 -6.16039  0.031
H -13.00808 30.78031 -7.27089  0.041
H -19.23223 26.30913 -6.10680  0.139
H -13.49371 26.57037 1.25799  0.157
H -17.01016 24.88895 -6.24962  0.068
H -9.93310 27.31299 -8.61732  0.118
H -11.19957 28.38097 -7.76559  0.243
H -11.85491 32.88393 -6.24664  -0.002
H -11.71200 25.66824 -9.24135  0.040
H -18.40195 27.37406 -4.96593  0.191
H -14.03427 31.76310 -6.22159  0.006



[5]
# C12H16BCl3CrF6NO28S2Y

A molecular structure, C12H16BCl3CrF6NO28S2Y in a non-equilibrium geometry (ωB97M-V/def2-TZVPD, the Open Molecules 2025 dataset).

Values from the calculation:
Kohn-Sham gap (spin up / spin down) = 3.849 / 4.323 eV
<S²> = 3.85
HOMO level (spin up / spin down) = -11.4 / -11.4 eV
total charge = +1
multiplicity = 4

Each line ends with the Löwdin spin population.
Positions of all 71 atoms, in Å:
Y 1.50930 1.52834 -2.38241  0.000
Cr -1.14522 -1.75371 1.98685  2.762
Cl -3.14046 -3.07966 -0.85507  -0.018
Cl 0.53563 -4.92652 1.49275  0.005
Cl -2.51469 1.70353 -1.90688  0.000
S -0.80832 -3.27560 -4.15777  0.000
S -0.06893 -0.96022 -4.58106  0.000
F 0.96100 -1.28775 1.03423  0.028
F -2.16741 -3.94422 -3.61084  0.000
F -0.11684 -1.26944 -0.97651  0.000
F -0.91707 -0.19451 0.83298  0.004
F -0.84908 0.11793 -5.44529  0.000
F 0.95614 0.61631 -0.34686  0.000
O -0.36844 -5.63848 2.33844  -0.003
O -2.73893 -0.38802 2.55169  0.014
O 4.13408 1.21831 0.61670  0.000
O -2.97301 3.00509 -2.29517  0.000
O -1.05185 1.79832 -1.78868  0.000
O 3.08139 -2.60333 -0.84487  0.000
O 2.69225 -0.59145 -1.77314  0.000
O 0.89793 4.41559 1.67550  0.000
O -3.07886 -2.26195 -1.99607  -0.012
O -2.72577 -2.38233 0.34348  0.083
O -0.94801 4.26155 2.85572  0.000
O 0.89035 -1.57006 -5.46097  0.000
O 3.76073 3.22671 1.35771  0.000
O -2.29236 -4.26268 -1.03008  0.104
O 2.66521 2.53748 -0.45065  0.000
O 3.25996 -2.36554 -3.00986  0.000
O -0.42193 2.60931 1.44146  0.000
O 1.78204 -4.71710 2.21445  -0.002
O -4.44780 -3.59706 -0.62363  0.075
O 0.79353 -5.63207 0.27686  -0.021
O 0.16717 -3.47187 -3.10928  0.000
O -0.10812 -3.65094 1.16894  -0.024
O -2.83903 0.82326 -2.99032  0.000
O -3.51286 1.65300 3.13118  0.001
O -4.75479 0.30309 1.92323  0.002
O 0.44510 -0.14963 -3.46613  0.000
O -2.95547 1.24671 -0.63060  0.000
O -0.66666 -3.92208 -5.42216  0.000
N -1.44172 -1.82109 -4.19511  0.000
C -5.36370 1.60288 1.85610  0.000
C -4.81881 2.23158 3.12000  0.000
C 4.96651 1.32795 1.75461  0.000
C -0.19634 3.68055 1.94553  0.000
C 4.44909 2.59485 2.45462  0.000
C 3.43955 -3.75477 -2.76678  0.000
C 3.44143 2.32349 0.46339  0.000
C 2.86990 -3.91872 -1.37427  0.000
C -0.38848 5.53542 3.24326  0.000
C 0.70042 5.73840 2.17365  0.000
C 3.05226 -1.75104 -1.86286  0.000
C -3.55525 0.47802 2.48153  0.003
B 0.23231 -0.49556 0.11454  0.000
H -6.44442 1.52315 1.76501  0.000
H 1.82949 -4.23874 -1.42955  0.000
H 5.96457 1.55213 1.36599  0.000
H 0.38305 6.38627 1.35840  0.000
H 5.31742 3.08330 2.88467  0.000
H -5.04975 2.07372 0.92372  0.000
H 1.53300 6.18784 2.71284  0.000
H 4.46655 -4.13024 -2.76580  0.000
H -5.33658 2.03728 4.05841  0.000
H 3.42366 -4.73729 -0.91992  0.000
H -1.25075 6.19995 3.22261  0.000
H 5.01262 0.42462 2.35529  0.000
H -4.73929 3.31335 3.02400  0.000
H 3.70185 2.36524 3.21255  0.000
H 2.92958 -4.34055 -3.52912  0.000
H -0.04806 5.35968 4.26484  0.000



[6]
# C12H16ClCoN3O4S

A molecular structure, C12H16ClCoN3O4S (ωB97M-V/def2-TZVPD, the Open Molecules 2025 dataset).

Values from the calculation:
Kohn-Sham gap (spin up / spin down) = 8.241 / 6.372 eV
<S²> = 6.04
HOMO level (spin up / spin down) = -12.2 / -12.9 eV
total charge = +1
multiplicity = 5

Each line ends with the Löwdin spin population.
Positions of all 38 atoms, in Å:
Co 0.40560 -0.21789 -0.23676  2.740
Cl 1.90637 1.44262 -1.94820  0.003
S -0.63588 1.69532 3.74730  0.007
O 3.14878 1.04074 -2.49736  0.004
O 0.85584 0.45600 -2.31404  0.029
O 1.50254 2.73772 -2.36057  0.007
O 1.95629 1.37640 -0.47437  0.034
N -1.05389 -1.54254 -1.02881  0.040
N 1.98733 -1.61774 -0.54405  0.044
N -0.96449 1.57370 -0.21659  0.084
C -0.87033 -2.96009 -0.63143  0.006
C -0.54736 1.28922 2.07027  0.282
C -2.25441 4.01133 0.16324  -0.009
C 1.68644 -3.04247 -0.29347  0.005
C -2.08183 3.48507 -1.10122  0.106
C -1.11961 2.08773 1.02865  0.015
C 0.16613 0.07160 1.79223  0.189
C 0.23137 0.26867 4.12054  0.244
C 0.57686 -0.47834 3.00892  0.031
C 0.47437 -3.52011 -1.08325  0.000
C -1.42638 2.25610 -1.24443  0.012
C -1.76641 3.30349 1.25116  0.099
H -2.75242 4.96036 0.30484  -0.002
H 2.54767 -3.66608 -0.54104  0.002
H -2.42971 4.00927 -1.97975  0.005
H -1.87698 3.68875 2.25608  0.004
H 0.42630 -4.60627 -0.99109  0.000
H 1.49671 -3.16275 0.77569  0.000
H 1.13870 -1.39684 3.10655  -0.002
H 2.26099 -1.48643 -1.51640  0.002
H -1.24705 1.83147 -2.22372  0.000
H 0.62141 -3.31778 -2.15006  0.000
H -1.00389 -1.47174 -2.04298  0.002
H -1.67293 -3.57304 -1.04564  0.002
H 2.79018 -1.32154 0.00370  0.001
H -1.98839 -1.23801 -0.77372  0.000
H -0.94999 -3.01104 0.45681  0.001
H 0.46207 0.04514 5.15294  0.012